Entry 1:
The following is a quantum chemistry calculation of the molecule C2H4N2OS, from OMol25.

As for the HOMO-LUMO gap: 9.163 eV. The molecular weight comes out at 104.13 g mol⁻¹. The HOMO energy is -8.601 eV. Its spin multiplicity is 1. The SMILES is C=NS/C=N\O. Its relative energy (zero: lowest compared OMol25 entry of this formula, charge and spin) is 4.453 eV.

Each line ends with the Löwdin charge.
CARTESIAN COORDINATES (ANGSTROEM)
C1 -2.61710 -0.25227 0.05369  -0.156
N1 -1.50184 0.40024 -0.29569  -0.349
S1 -0.10122 -0.63917 -0.23020  0.891
C2 1.00849 0.70378 -0.12386  -0.494
N2 2.24436 0.50862 0.03030  -0.147
O1 2.80123 -0.72788 -0.12939  -0.117
H1 -2.64036 -1.30698 0.43177  0.057
H2 -3.62612 0.22354 0.21355  0.074
H3 0.64721 1.70976 -0.18105  0.073
H4 3.78535 -0.61964 0.23089  0.168

---

Entry 2:
The following is a quantum chemistry calculation of a cluster of 2 separate species, C2H4N2OS in total, from OMol25.

As for the HOMO-LUMO gap (spin up / spin down): 6.862 / 6.469 eV. The molecular weight comes out at 104.13 g mol⁻¹. The HOMO energy (spin up / spin down) is -6.498 / -10.508 eV. Its spin multiplicity is 3. Its relative energy (zero: lowest compared OMol25 entry of this formula, charge and spin) is 2.073 eV. The expectation value of S² is 2.02.

Each line ends with the Löwdin spin population.
CARTESIAN COORDINATES (ANGSTROEM)
C1 2.58288 -0.29839 -0.55199  0.117
C2 1.24370 0.22528 -0.36640  0.431
N1 3.64432 -0.75924 -0.37509  0.244
N2 0.55184 -0.49064 0.54276  0.338
O1 0.69555 1.09834 -0.98469  0.845
S1 -3.04063 -0.05500 -0.27992  0.002
H1 -0.40236 -0.34662 0.53405  0.010
H2 1.01613 -1.01679 1.29786  0.012
H3 -3.93981 0.64567 0.61784  0.000
H4 -2.35161 0.99739 -0.43442  0.000

---

Entry 3:
The following is a quantum chemistry calculation of the molecule C2H4N2OS2, from OMol25.

As for the HOMO-LUMO gap: 8.733 eV. The molecular weight comes out at 136.20 g mol⁻¹. The HOMO energy is -8.657 eV. Its spin multiplicity is 1. The SMILES is ONC(=S)/C=N\S. Its relative energy (zero: lowest compared OMol25 entry of this formula, charge and spin) is 3.306 eV.

Each line ends with the Löwdin charge.
CARTESIAN COORDINATES (ANGSTROEM)
O1 -0.62356 0.18386 -1.43981  -0.082
N1 -1.23975 0.71704 -0.34405  -0.079
C1 -0.67035 0.50559 0.84478  -0.870
S1 -0.74711 1.52974 2.14434  0.649
C2 0.08566 -0.77635 0.82558  -0.303
N2 1.16900 -0.97366 0.19046  -0.391
S2 2.13026 0.22643 -0.41991  0.781
H1 -1.00727 -0.72084 -1.54329  0.137
H2 -1.69352 1.62879 -0.50642  0.158
H3 -0.45003 -1.66373 1.15193  0.118
H4 3.04666 -0.65688 -0.90362  -0.118

---

Entry 4:
The following is a quantum chemistry calculation of a structure of composition C2H4N2OS2, from OMol25.

As for the HOMO-LUMO gap: 9.018 eV. The molecular weight comes out at 136.20 g mol⁻¹. The HOMO energy is -8.633 eV. Its spin multiplicity is 1. Its relative energy (zero: lowest compared OMol25 entry of this formula, charge and spin) is 0.146 eV.

Each line ends with the Löwdin charge.
CARTESIAN COORDINATES (ANGSTROEM)
C1 -1.65502 0.03715 -0.17783  -1.269
C2 1.83602 -0.27472 -0.07657  -0.400
H1 -1.61050 1.97402 0.19965  0.086
H2 -0.05562 1.29090 -0.27160  0.054
H3 0.98767 -1.72732 1.09871  0.080
H4 2.83337 -0.38887 0.45002  0.147
N1 -1.00977 1.20294 0.05559  0.062
N2 0.86478 -1.17093 0.28359  -0.281
O1 1.68779 0.70283 -0.78372  -0.006
S1 -3.23829 -0.29912 -0.22038  0.605
S2 -0.64043 -1.34687 -0.55746  0.922

---

Entry 5:
The following is a quantum chemistry calculation of a structure of composition C2H4N2PPtS, from OMol25.

Its net charge is +1. As for the HOMO-LUMO gap: 5.107 eV. The molecular weight comes out at 314.19 g mol⁻¹. The HOMO energy is -12.822 eV. Its spin multiplicity is 1.

Each line ends with the Löwdin charge.
CARTESIAN COORDINATES (ANGSTROEM)
N1 -0.92464 1.76099 -0.50333  -0.312
P1 0.35431 0.82504 -0.12125  0.753
C1 -0.13408 -0.86393 -0.76718  -0.191
N2 0.39442 -2.00885 -0.06612  0.014
C2 1.36577 -1.74252 0.74111  -0.640
S1 2.22972 -1.48987 2.10555  0.873
H1 -1.29949 2.17689 0.36162  -0.006
H2 1.46890 1.29312 -0.86862  0.036
H3 0.51593 0.91754 1.29490  0.026
H4 -1.28222 -0.90215 -0.58636  -0.005
Pt1 -2.68861 0.03374 -1.59034  0.451

---

Entry 6:
The following is a quantum chemistry calculation of the molecule C2H4N2S, from OMol25.

As for the HOMO-LUMO gap: 8.743 eV. The molecular weight comes out at 88.13 g mol⁻¹. The HOMO energy is -8.762 eV. Its spin multiplicity is 1. The SMILES is [H]/N=C\NC=S. Its relative energy (zero: lowest compared OMol25 entry of this formula, charge and spin) is 1.452 eV.

Each line ends with the Löwdin charge.
CARTESIAN COORDINATES (ANGSTROEM)
H1 3.13863 0.21695 0.15447  0.032
N1 2.50131 -0.53719 -0.05666  0.077
C1 1.22931 -0.41123 0.05278  -0.257
N2 0.51826 0.94238 -0.03854  -0.061
C2 -0.86477 0.89698 0.03564  -0.701
S1 -1.69803 -0.51299 -0.01962  0.629
H2 0.61073 -1.27279 0.24978  0.042
H3 1.38633 1.63192 -0.06870  0.187
H4 -1.29130 1.88097 0.11434  0.051

---

Entry 7:
The following is a quantum chemistry calculation of the molecule C2H4N2S, from OMol25.

As for the HOMO-LUMO gap: 8.338 eV. The molecular weight comes out at 88.13 g mol⁻¹. The HOMO energy is -8.745 eV. Its spin multiplicity is 1. The SMILES is C=NNC=S. Its relative energy (zero: lowest compared OMol25 entry of this formula, charge and spin) is 1.993 eV.

Each line ends with the Löwdin charge.
CARTESIAN COORDINATES (ANGSTROEM)
C1 2.43926 0.49531 0.45526  -0.022
N1 1.48002 1.11592 -0.13443  -0.063
N2 0.34075 0.55502 -0.36144  -0.143
C2 -0.43006 -0.29533 0.38248  -0.654
S1 -1.88208 -0.89252 -0.20861  0.562
H1 3.35251 1.09571 0.57212  0.066
H2 2.47986 -0.49196 0.91033  0.070
H3 -0.14260 1.05188 -1.12918  0.147
H4 -0.37696 -0.27172 1.42917  0.036

---

Entry 8:
The following is a quantum chemistry calculation of the molecule C2H4N2S, from OMol25.

As for the HOMO-LUMO gap: 10.143 eV. The molecular weight comes out at 88.14 g mol⁻¹. The HOMO energy is -9.763 eV. Its spin multiplicity is 1. The SMILES is N#CSCN. Its relative energy (zero: lowest compared OMol25 entry of this formula, charge and spin) is 1.813 eV.

Each line ends with the Löwdin charge.
CARTESIAN COORDINATES (ANGSTROEM)
N1 -1.74376 0.24353 -3.79477  0.088
C1 -1.77135 -0.19564 -2.73399  -0.672
S1 -1.85009 -0.88430 -1.19439  0.865
C2 -0.14510 -0.53205 -0.62350  -0.409
N2 -0.34312 0.82030 0.56435  -0.037
H1 0.24767 -1.50007 -0.23444  0.051
H2 0.46663 -0.31087 -1.49714  0.052
H3 -0.53279 0.44143 1.54845  0.055
H4 0.66117 0.99994 0.63042  0.007

---

Entry 9:
The following is a quantum chemistry calculation of the molecule C2H4N2S2, from OMol25.

As for the HOMO-LUMO gap: 7.435 eV. The molecular weight comes out at 120.20 g mol⁻¹. The HOMO energy is -8.369 eV. Its spin multiplicity is 1. The SMILES is C=NSC(N)=S. Its relative energy (zero: lowest compared OMol25 entry of this formula, charge and spin) is 3.796 eV.

Each line ends with the Löwdin charge.
CARTESIAN COORDINATES (ANGSTROEM)
C1 -3.00581 -0.37359 0.37735  -0.076
N1 -1.94493 0.51477 -0.24345  -0.337
S1 -0.58146 -0.52608 -0.22378  0.827
C2 0.87237 0.35795 -0.01904  -1.293
N2 0.71547 1.66152 0.08897  -0.013
S2 2.28110 -0.60686 0.09171  0.487
H1 -3.10137 -1.44082 0.53946  0.033
H2 -4.08915 0.10617 0.32972  0.083
H3 -0.20421 2.01488 -0.25136  0.087
H4 1.60723 2.30657 0.42691  0.202

---

Entry 10:
The following is a quantum chemistry calculation of the molecule C2H4N2S2, from OMol25.

As for the HOMO-LUMO gap (spin up / spin down): 5.563 / 7.546 eV. The molecular weight comes out at 120.20 g mol⁻¹. The HOMO energy (spin up / spin down) is -4.943 / -9.464 eV. Its spin multiplicity is 3. Its relative energy (zero: lowest compared OMol25 entry of this formula, charge and spin) is 2.571 eV. The expectation value of S² is 2.01.

Each line ends with the Löwdin spin population.
CARTESIAN COORDINATES (ANGSTROEM)
C1 1.61598 1.17433 -0.56313  0.107
C2 0.30364 -0.55368 -0.05619  0.046
N1 1.52171 -0.07447 -0.52364  0.113
N2 -0.68131 0.55400 0.20673  0.498
S1 0.20304 2.03773 0.15810  0.998
S2 -2.24546 0.39460 -0.33354  0.160
H1 2.57970 1.66643 -0.84831  0.010
H2 0.07134 -1.23513 -0.88716  0.019
H3 0.23891 -1.18258 0.84199  0.027
H4 -2.78384 -0.30060 0.66237  0.023